(1)
{"formula": "C30H34Br2FeN6O2", "method": "wB97M-V/def2-TZVPD", "largest_force_ev_per_a": 1.75, "charge": 1, "energy_ha": -8054.16744, "spin_multiplicity": 6, "s2": 8.77, "symbols": ["Fe", "C", "C", "N", "N", "C", "O", "C", "C", "C", "C", "C", "C", "C", "C", "C", "C", "C", "N", "H", "H", "H", "H", "H", "H", "H", "H", "H", "H", "H", "H", "C", "C", "C", "C", "C", "C", "Br", "C", "C", "Br", "C", "O", "C", "N", "H", "H", "H", "H", "H", "H", "C", "N", "C", "C", "C", "N", "C", "C", "H", "H", "H", "H", "H", "H", "H", "H", "H", "H", "H", "H", "H", "H", "H", "H"], "xyz": [[0.132297, 0.271416, 0.011506], [3.996647, 2.029483, 0.938288], [2.799419, 1.149233, 0.899681], [1.623071, 1.575846, 0.538050], [1.286930, 2.860346, 0.874871], [-0.020456, 2.878267, 1.076633], [-0.763169, 1.834739, 0.971867], [-0.633807, 4.155106, 1.495553], [-1.934060, 4.147127, 1.995647], [-2.539464, 5.337126, 2.363942], [-1.853425, 6.535404, 2.224435], [-0.559234, 6.546018, 1.720605], [0.053635, 5.359140, 1.358570], [2.757495, -0.208390, 1.451936], [3.832857, -0.766786, 2.125731], [3.644361, -1.954611, 2.820723], [2.396216, -2.546673, 2.817275], [1.375596, -1.943543, 2.087168], [1.548535, -0.816801, 1.415185], [3.844519, 2.878713, 0.277704], [4.179039, 2.425015, 1.940766], [4.884334, 1.473676, 0.635251], [-2.454391, 3.205324, 2.095053], [-3.545864, 5.330763, 2.759450], [-2.327439, 7.463657, 2.510766], [-0.028781, 7.481722, 1.612166], [1.061465, 5.351915, 0.970282], [4.782650, -0.254166, 2.150252], [4.460049, -2.396077, 3.376034], [2.202016, -3.455850, 3.365089], [0.391367, -2.383217, 2.029235], [0.955296, -5.200841, -0.009421], [-0.482106, -4.771176, -0.012463], [-1.498630, -5.753109, -0.051557], [-2.799639, -5.367326, 0.008794], [-3.120894, -3.993838, 0.106343], [-4.444023, -3.501113, 0.240792], [-5.913059, -4.688661, 0.272273], [-4.680551, -2.165973, 0.371426], [-3.609473, -1.261153, 0.323574], [-4.000186, 0.576400, 0.499245], [-2.298714, -1.670131, 0.161614], [-1.334746, -0.779706, 0.092903], [-2.041998, -3.079394, 0.090196], [-0.747349, -3.488804, 0.040251], [1.176780, -5.829097, -0.871981], [1.168640, -5.794048, 0.880795], [1.613452, -4.336050, -0.014246], [-1.232245, -6.798127, -0.123726], [-3.595544, -6.097046, -0.006893], [-5.683885, -1.795071, 0.511713], [-1.282492, 2.886457, -1.604879], [-0.716464, 1.555116, -1.855807], [-1.749666, 0.746925, -2.516219], [0.493233, 1.707914, -2.675733], [1.016522, 0.356998, -3.106802], [1.321827, -0.506024, -1.935293], [0.895657, -1.891339, -2.215222], [2.781484, -0.523490, -1.753825], [-1.667866, 3.306263, -2.541357], [-0.519743, 3.556380, -1.219501], [-2.089962, 2.817361, -0.882865], [-1.957577, 1.127990, -3.523809], [-2.657588, 0.803766, -1.926436], [-1.463229, -0.296275, -2.579564], [1.247617, 2.234557, -2.084271], [0.288243, 2.323901, -3.562915], [1.918340, 0.492859, -3.711602], [0.287944, -0.139903, -3.744834], [1.356942, -2.250671, -3.141646], [-0.184752, -1.946397, -2.309029], [1.193962, -2.535224, -1.390675], [3.261989, -1.003594, -2.612383], [3.040064, -1.083799, -0.860857], [3.161980, 0.490574, -1.663817]], "forces_ev_per_a": [[-0.9, 0.7, -0.1], [0.0, 0.1, 0.5], [-0.7, 0.6, -0.6], [0.8, -0.3, 1.5], [0.1, 0.4, -1.2], [0.2, -0.1, 0.2], [0.2, -0.3, 0.0], [-0.1, 0.0, 0.0], [0.1, 0.0, 0.0], [0.0, 0.0, 0.0], [0.0, 0.0, 0.0], [0.0, 0.0, 0.0], [0.0, 0.0, 0.0], [0.3, -0.6, -0.2], [-0.2, 0.2, -0.1], [-0.1, -0.1, 0.1], [0.0, 0.1, -0.1], [0.0, -0.2, -0.1], [0.1, 0.2, -0.3], [0.0, 0.0, 0.0], [0.0, 0.0, 0.0], [0.0, 0.0, 0.0], [0.0, -0.1, 0.0], [0.0, 0.0, 0.0], [0.0, 0.0, 0.0], [0.0, 0.0, 0.0], [0.0, 0.0, 0.0], [0.0, 0.0, 0.0], [0.0, 0.0, 0.0], [0.0, 0.0, 0.0], [-0.1, 0.0, -0.1], [0.0, 0.0, 0.0], [0.0, 0.0, 0.0], [0.0, 0.0, 0.0], [0.0, 0.0, 0.0], [0.0, 0.1, 0.0], [0.0, 0.0, 0.0], [0.0, 0.0, 0.0], [0.0, -0.1, 0.0], [0.1, 0.0, 0.0], [0.0, 0.0, 0.1], [-0.5, 0.1, 0.1], [0.6, -0.3, -0.1], [-0.1, 0.0, 0.0], [0.1, 0.1, 0.0], [0.0, 0.0, 0.0], [0.0, 0.0, 0.0], [0.0, 0.0, 0.0], [0.0, 0.0, 0.0], [0.0, 0.0, 0.0], [-0.1, 0.0, 0.0], [-0.1, 0.1, 0.0], [0.4, -0.2, 0.3], [0.0, 0.1, -0.1], [-0.1, -0.1, -0.2], [0.0, 0.2, -0.1], [-0.1, 0.0, 0.2], [0.1, -0.1, 0.0], [0.0, 0.0, 0.0], [0.0, 0.0, 0.0], [0.1, 0.0, 0.0], [0.0, 0.0, 0.0], [0.0, 0.0, 0.0], [-0.1, 0.0, 0.0], [0.0, -0.1, 0.0], [-0.1, 0.0, 0.0], [0.0, -0.1, 0.0], [0.0, 0.0, 0.0], [0.0, 0.0, 0.0], [0.0, 0.0, 0.0], [0.0, 0.0, 0.0], [-0.1, 0.0, 0.0], [0.0, 0.0, 0.0], [0.0, -0.1, 0.0], [0.0, 0.1, 0.0]]}

(2)
{"formula": "C30H34Cl5N7O5P2V", "method": "wB97M-V/def2-TZVPD", "largest_force_ev_per_a": 1.19, "charge": 0, "energy_ha": -5851.05208, "spin_multiplicity": 4, "s2": 3.76, "symbols": ["V", "O", "C", "O", "C", "C", "C", "N", "C", "C", "C", "C", "C", "C", "C", "N", "C", "C", "C", "C", "C", "N", "H", "H", "H", "H", "H", "H", "H", "H", "H", "H", "C", "N", "C", "P", "O", "O", "P", "O", "N", "C", "C", "N", "C", "C", "N", "C", "C", "H", "H", "H", "H", "H", "H", "H", "H", "H", "H", "H", "H", "H", "H", "H", "H", "H", "H", "H", "H", "H", "H", "H", "H", "Cl", "C", "C", "C", "Cl", "C", "Cl", "C", "Cl", "C", "Cl"], "xyz": [[0.076577, 0.174475, -0.538044], [0.312782, -5.483304, -4.525314], [1.065060, -4.508481, -4.664991], [2.032019, -4.297756, -5.412837], [0.748200, -3.322060, -3.699400], [-0.248312, -3.435245, -2.742979], [-0.464025, -2.383866, -1.861926], [0.260258, -1.263936, -1.923437], [1.239812, -1.147344, -2.833308], [1.494788, -2.152971, -3.751840], [1.954499, 0.135995, -2.789878], [2.932162, 0.486657, -3.718079], [3.510783, 1.740707, -3.643213], [3.098612, 2.614750, -2.644543], [2.135423, 2.187699, -1.749982], [1.581676, 0.979282, -1.805821], [-1.431941, -2.414267, -0.749860], [-2.278990, -3.501917, -0.551612], [-3.134829, -3.508046, 0.532945], [-3.124561, -2.423984, 1.396120], [-2.262737, -1.374996, 1.126916], [-1.431279, -1.354694, 0.086509], [-0.807006, -4.360703, -2.730172], [2.274145, -2.105584, -4.500428], [3.211678, -0.206655, -4.497155], [4.260597, 2.039180, -4.363461], [3.503620, 3.613936, -2.567536], [1.769691, 2.825668, -0.955106], [-2.262041, -4.330243, -1.242899], [-3.800389, -4.344393, 0.698961], [-3.777371, -2.376980, 2.255970], [-2.249219, -0.497086, 1.754245], [4.659884, -2.026982, 2.678566], [3.341221, -2.094550, 2.073695], [2.432582, -3.048460, 2.691808], [2.790090, -0.834206, 1.178967], [1.441065, -1.137934, 0.664571], [2.790290, 0.458846, 2.152046], [1.651404, 1.636203, 2.214158], [0.848924, 1.621924, 0.984574], [0.809204, 1.326388, 3.587234], [0.156096, 0.029175, 3.689484], [1.009461, 2.012608, 4.849690], [2.507991, 3.011056, 2.420139], [2.172827, 4.219261, 1.680239], [3.693844, 3.090707, 3.252898], [3.911893, -0.436440, 0.048633], [4.283731, -1.515140, -0.867244], [4.884718, 0.637219, 0.147472], [5.169491, -2.986947, 2.571279], [4.596290, -1.782165, 3.744154], [5.261419, -1.262106, 2.187372], [2.873349, -4.045675, 2.637081], [1.487513, -3.049386, 2.154240], [2.253857, -2.805168, 3.745082], [0.039460, -0.408085, 2.697900], [-0.834230, 0.153671, 4.132212], [0.737504, -0.659591, 4.313661], [1.387055, 3.017026, 4.674775], [1.703573, 1.472870, 5.504269], [0.049347, 2.096329, 5.361741], [1.236597, 4.073750, 1.144967], [2.963027, 4.464373, 0.963928], [2.055751, 5.057537, 2.371305], [3.870844, 2.141482, 3.756375], [3.580053, 3.870478, 4.011296], [4.573423, 3.328598, 2.646886], [3.443424, -2.196370, -1.002423], [5.145626, -2.079668, -0.495542], [4.531599, -1.086683, -1.838388], [4.520930, 1.417187, 0.812411], [5.030325, 1.070954, -0.843465], [5.854301, 0.277605, 0.511762], [-2.227846, 1.941625, 1.337229], [-2.091477, 2.469031, -0.328720], [-1.383273, 1.681958, -1.235904], [-1.507101, 2.125573, -2.553598], [-0.807839, 1.165137, -3.828258], [-2.174557, 3.282704, -2.941175], [-2.243628, 3.767455, -4.590349], [-2.798345, 4.061602, -1.970069], [-3.615297, 5.509661, -2.403506], [-2.773575, 3.638042, -0.645401], [-3.587108, 4.561032, 0.560916]], "forces_ev_per_a": [[-0.2, 0.4, 1.1], [0.0, -0.1, 0.0], [0.0, 0.1, 0.1], [0.1, 0.0, 0.0], [0.0, -0.1, -0.1], [0.0, 0.1, 0.0], [0.2, -0.2, -0.1], [0.1, -0.4, -0.6], [-0.2, -0.3, -0.3], [0.1, 0.0, 0.2], [0.3, 0.3, 0.0], [-0.1, 0.0, 0.1], [-0.1, 0.0, 0.1], [0.0, 0.0, -0.1], [0.0, 0.1, 0.0], [0.4, -0.2, -0.3], [-0.3, -0.2, 0.2], [0.0, 0.1, 0.0], [0.0, 0.1, 0.0], [0.0, 0.0, 0.0], [-0.1, -0.1, 0.1], [0.1, -0.2, -0.2], [0.0, 0.0, 0.0], [0.0, 0.0, 0.0], [0.0, 0.0, 0.0], [0.0, 0.0, 0.0], [0.0, 0.0, 0.0], [0.0, 0.0, 0.0], [0.0, 0.0, 0.0], [0.0, 0.0, 0.0], [0.0, 0.0, 0.0], [0.0, -0.1, 0.0], [0.1, 0.0, 0.0], [0.0, 0.2, -0.2], [-0.1, 0.0, 0.0], [0.5, 0.1, 0.1], [-0.4, 0.0, -0.2], [-0.1, 0.1, 0.0], [0.3, 0.0, 0.6], [-0.3, 0.0, -0.4], [0.2, 0.0, -0.2], [0.0, 0.0, 0.0], [0.0, 0.1, 0.0], [-0.1, -0.2, -0.1], [-0.1, 0.0, 0.0], [0.0, 0.0, 0.1], [-0.1, -0.2, 0.4], [0.0, 0.0, 0.0], [-0.1, 0.1, 0.0], [0.0, 0.0, 0.0], [0.0, 0.0, 0.0], [0.0, 0.0, 0.0], [0.0, 0.0, 0.0], [0.0, 0.0, 0.0], [0.0, 0.0, 0.0], [0.0, 0.0, 0.0], [0.0, 0.0, 0.0], [0.0, 0.0, 0.0], [0.0, 0.0, 0.0], [0.0, 0.0, 0.0], [0.0, 0.0, 0.0], [0.0, 0.0, 0.0], [0.0, 0.0, 0.0], [0.0, 0.0, 0.0], [0.0, 0.0, 0.0], [0.0, 0.0, 0.0], [0.0, 0.0, 0.0], [0.0, 0.0, 0.0], [0.0, 0.0, 0.0], [0.0, 0.0, 0.0], [0.0, 0.0, 0.0], [0.0, 0.0, 0.0], [0.0, 0.0, 0.0], [0.2, 0.0, 0.2], [0.0, -0.1, -0.1], [-0.1, 0.1, 0.0], [0.1, -0.1, 0.1], [0.0, 0.0, -0.2], [-0.1, 0.1, 0.1], [0.0, 0.1, -0.1], [0.0, -0.1, 0.0], [0.0, 0.1, 0.0], [0.0, 0.1, -0.1], [-0.1, 0.1, 0.0]]}

(3)
{"formula": "C30H34F6N3O18S", "method": "wB97M-V/def2-TZVPD", "largest_force_ev_per_a": 3.61, "charge": 1, "energy_ha": -3679.18987, "spin_multiplicity": 1, "symbols": ["C", "C", "F", "C", "O", "C", "S", "C", "C", "C", "C", "C", "C", "C", "C", "C", "N", "C", "O", "N", "C", "O", "O", "C", "C", "O", "N", "C", "O", "F", "H", "H", "H", "H", "H", "H", "H", "H", "H", "H", "H", "H", "H", "H", "H", "H", "H", "H", "H", "H", "H", "H", "C", "C", "O", "C", "O", "O", "F", "H", "H", "H", "C", "C", "O", "C", "O", "O", "F", "H", "H", "H", "C", "C", "O", "C", "O", "O", "F", "H", "H", "H", "C", "C", "O", "C", "O", "O", "F", "H", "H", "H"], "xyz": [[0.570133, 0.771832, 6.428771], [-0.746021, 0.247663, 5.832210], [-1.788896, 0.799125, 6.588019], [-1.000924, 0.640389, 4.354724], [0.070217, 1.439067, 3.845849], [-0.104773, 1.503477, 2.445445], [0.865211, 2.975564, 1.899201], [0.366853, 0.172370, 1.715665], [1.915083, 0.183162, 1.796718], [2.651620, -1.193603, 1.686997], [4.045702, -0.998450, 2.341831], [4.348767, -1.755836, 3.481442], [5.572762, -1.580767, 4.124604], [6.446534, -0.627095, 3.594776], [6.165253, 0.113116, 2.456277], [4.929868, -0.065731, 1.806893], [-0.185607, 0.369747, 0.366396], [0.543499, -0.063898, -0.532324], [1.318531, -0.356441, -1.352499], [-0.284424, -0.962745, 2.464089], [-0.781160, -2.099388, 1.641652], [0.268556, -2.869045, 1.087736], [-0.317328, -4.048716, 0.626446], [-1.376098, -0.590421, 3.428357], [-2.805140, -0.524178, 2.836352], [-3.501435, -1.500770, 2.949337], [-3.359701, 0.621269, 2.214646], [-4.788462, 0.509747, 2.054316], [-5.579823, 0.543904, 2.925344], [-5.163371, 0.400143, 0.771483], [0.424897, 0.776472, 7.524908], [1.394911, 0.056997, 6.257349], [0.827649, 1.798797, 6.145047], [-0.787708, -0.838838, 6.026838], [-1.903402, 1.288356, 4.353293], [-1.136004, 1.778299, 2.150135], [0.477155, 3.144832, 0.603116], [2.175138, 0.588636, 2.795470], [2.404053, 0.860194, 1.082026], [2.186901, -2.019508, 2.250576], [2.830209, -1.480865, 0.636611], [3.599881, -2.471022, 3.843826], [5.790251, -2.158668, 5.023632], [7.393878, -0.478089, 4.123581], [6.869801, 0.856533, 2.076013], [4.660879, 0.508471, 0.916461], [0.450950, -1.362418, 3.067598], [-1.485575, -1.821020, 0.840654], [-1.342445, -2.768482, 2.323954], [-0.385772, -3.975776, -0.342361], [-1.415515, -1.437134, 4.134588], [-3.226675, 1.434112, 2.821667], [1.759775, 1.496749, -3.730785], [3.201745, 1.585036, -4.150218], [3.192682, 2.655851, -5.076030], [2.172409, 3.481938, -4.696102], [2.036957, 4.594848, -5.069448], [1.334800, 2.857164, -3.820860], [3.600105, 0.457238, -4.786965], [1.164122, 0.884020, -4.411257], [1.642687, 1.116973, -2.722879], [3.895808, 1.809616, -3.336594], [5.127924, 5.213936, 0.857829], [5.852241, 4.869963, -0.414062], [5.511699, 3.502627, -0.602109], [4.293538, 3.332784, -0.033031], [3.592056, 2.388089, -0.233539], [3.973554, 4.367008, 0.783004], [7.189647, 4.971548, -0.262766], [5.704492, 4.962578, 1.749479], [4.843562, 6.262373, 0.907627], [5.538065, 5.447776, -1.285461], [-5.424317, -2.528890, -1.110617], [-4.612806, -1.418737, -1.721166], [-4.544590, -1.787336, -3.081081], [-5.684144, -2.500555, -3.338053], [-6.090091, -2.740115, -4.421727], [-6.290145, -2.889809, -2.185388], [-3.345777, -1.391483, -1.210392], [-4.811121, -3.388996, -0.832430], [-5.991374, -2.205051, -0.240118], [-5.064082, -0.429711, -1.632228], [-6.427473, -3.328650, -7.575105], [-5.613802, -2.219953, -8.183978], [-5.541271, -2.595448, -9.545657], [-6.678998, -3.310178, -9.806029], [-7.080869, -3.554038, -10.890773], [-7.289772, -3.696036, -8.654002], [-4.356618, -2.188076, -7.671288], [-5.815559, -4.186546, -7.290649], [-6.997751, -3.002374, -6.709963], [-6.066194, -1.229494, -8.100920]], "forces_ev_per_a": [[-0.1, -0.3, 0.6], [0.6, 0.5, 0.8], [0.0, -0.2, -0.5], [-0.5, 0.4, -0.2], [-0.5, -1.2, -0.7], [0.2, 1.0, -1.1], [0.1, 0.2, 0.2], [0.3, 3.6, -0.2], [0.4, -1.7, 0.8], [1.2, 0.6, 0.4], [-1.0, -0.4, -0.3], [0.0, 0.3, -0.2], [-0.6, 0.3, -0.5], [0.8, -0.3, 0.8], [-0.7, 0.1, -0.4], [0.6, -0.2, 0.6], [0.3, -1.6, -0.1], [1.3, 0.3, -0.4], [-1.5, -0.1, 0.9], [0.3, -0.8, -0.3], [-1.4, -2.1, -0.3], [0.9, 1.5, 0.1], [-0.7, -0.9, 0.1], [0.0, 0.7, 1.4], [-1.2, -0.5, -0.4], [0.6, -0.4, -0.2], [0.6, 0.3, 0.8], [-0.9, -0.2, 0.2], [0.4, 0.2, -0.3], [0.7, -0.1, 0.4], [0.0, -0.1, -0.5], [-0.2, 0.5, -0.3], [-0.1, -0.4, -0.2], [-0.1, 0.3, -0.4], [0.4, -0.3, 0.3], [0.3, -0.7, 0.3], [-0.2, -0.5, 0.6], [-0.2, -0.2, -0.4], [-0.8, 0.0, 0.1], [-0.1, 0.3, -0.5], [-0.5, -0.1, 0.4], [0.4, 0.2, -0.1], [0.2, 0.3, -0.3], [-0.3, 0.0, -0.3], [-0.1, -0.3, 0.2], [0.2, -0.2, 0.3], [0.1, 0.1, -0.3], [0.3, 0.7, 0.4], [0.2, 0.4, -0.2], [0.3, 0.4, 0.1], [-0.3, 0.2, -0.6], [0.3, 0.1, -0.5], [-0.4, -0.1, 0.3], [0.1, -0.3, -0.5], [-0.2, 0.1, 0.6], [-0.1, 0.4, -0.3], [0.0, 0.0, 0.0], [0.4, -0.1, -0.1], [0.1, 0.0, 0.1], [0.2, 0.0, -0.1], [0.0, 0.4, -0.1], [0.1, -0.1, 0.0], [-0.2, 0.5, 0.4], [0.6, 0.0, 0.1], [-0.6, 0.2, 0.0], [-0.1, -0.2, 0.1], [0.0, 0.0, 0.0], [0.2, -0.4, -0.4], [0.0, -0.1, -0.1], [0.1, -0.1, -0.2], [-0.2, -0.1, 0.0], [0.1, 0.0, 0.0], [-0.4, -0.1, 0.5], [0.3, -0.2, -0.1], [-0.4, 0.1, 0.3], [-0.3, -0.3, -0.4], [0.1, 0.0, 0.0], [0.4, 0.3, -0.1], [0.1, 0.1, 0.1], [0.2, 0.1, -0.1], [-0.2, 0.0, -0.2], [0.2, 0.1, 0.1], [-0.4, -0.1, 0.5], [0.5, -0.2, 0.0], [-0.5, 0.1, 0.3], [-0.2, -0.3, -0.4], [0.1, 0.0, 0.0], [0.4, 0.3, -0.1], [0.0, 0.1, 0.0], [0.2, 0.1, -0.1], [-0.1, -0.1, -0.1], [0.2, 0.0, 0.1]]}

Q: Number 2 is which compound?
A: C30H34Cl5N7O5P2V